(one)
# C8H13N

An isolated molecule of C8H13N (the ωB97M-V functional and the def2-TZVPD basis, the OMol25 dataset).

The HOMO energy comes out at -9.44 eV. The SMILES is [H]/N=C\C[C@H]1C[C@H]2C[C@@]12C.

Last column: Mulliken charge in e.
Positions of all 22 atoms, in Å:
N: 2.800 -1.355 -0.817  -0.632
C: -0.588 0.752 0.334  0.688
C: 0.491 -0.671 -1.592  -0.992
C: -1.304 2.042 0.001  -1.519
C: -0.593 -0.485 -0.551  0.241
C: -0.774 -0.121 1.556  -0.225
C: 0.432 0.712 1.464  -1.110
C: 1.896 -0.497 -1.056  -0.377
C: -0.657 -1.378 0.691  -0.880
H: -1.560 -0.564 -1.026  0.552
H: 2.119 0.527 -0.799  0.532
H: 0.221 -1.960 0.912  0.305
H: -1.520 2.609 0.924  0.368
H: 0.273 0.062 -2.373  0.367
H: -1.534 -2.043 0.767  0.277
H: -1.446 -0.086 2.397  0.393
H: 0.440 -1.643 -2.068  0.468
H: 2.506 -2.298 -1.071  0.248
H: -0.735 2.702 -0.657  0.307
H: -2.302 1.888 -0.433  0.345
H: 0.450 1.587 2.079  0.347
H: 1.385 0.218 1.318  0.295

(two)
# C8H13N

An isolated molecule of C8H13N (the ωB97M-V functional and the def2-TZVPD basis, the OMol25 dataset).

The HOMO energy comes out at -9.06 eV. The SMILES is C[C@@H]1[C@@H]2[C@@H]3C[C@@H]3[C@@H](N)[C@H]12.

Last column: Mulliken charge in e.
Positions of all 22 atoms, in Å:
N: 2.543 -0.957 -0.300  -0.729
C: 1.106 1.029 -0.267  -0.370
C: -2.114 -0.576 -0.891  -1.513
C: 0.121 -1.071 0.611  -0.330
C: -1.355 -0.803 0.430  -0.036
C: 0.181 1.409 0.869  -0.383
C: 1.141 -0.499 -0.419  0.135
C: -0.550 0.133 1.269  -0.214
C: -0.099 1.917 -0.532  -0.696
H: -2.725 -1.434 -1.160  0.384
H: 2.123 1.485 -0.304  0.377
H: -0.967 1.478 -1.008  0.001
H: 0.450 -1.946 1.163  0.350
H: -1.335 -0.413 -1.684  0.334
H: -0.750 0.026 2.327  0.455
H: -2.750 0.343 -0.857  0.278
H: 0.764 -0.860 -1.423  0.258
H: -1.905 -1.504 1.056  0.426
H: 0.467 1.996 1.719  0.432
H: 0.187 2.949 -0.764  0.300
H: 2.591 -1.965 -0.443  0.271
H: 2.877 -0.737 0.608  0.269

Ordering by calculated energy gives the sequence (one), (two), with the first entry being the most stable.

(one)
# C8H13N

A structure of composition C8H13N (the ωB97M-V functional and the def2-TZVPD basis, the OMol25 dataset).

The HOMO energy comes out at -8.51 eV.

Last column: Mulliken charge in e.
Positions of all 22 atoms, in Å:
N: -0.293 2.099 0.172  -0.759
C: 0.804 0.326 1.094  -0.839
C: 0.170 1.037 -0.901  -0.391
C: -1.383 -1.134 -0.451  -0.426
C: -1.894 -1.703 0.650  -0.900
C: 1.743 -0.998 -0.840  -1.445
C: -0.568 1.022 0.972  -0.446
C: 1.401 0.459 -0.393  0.038
C: -1.039 0.228 -0.179  0.214
H: -1.001 1.474 1.832  0.679
H: 2.260 1.059 -0.565  0.610
H: -1.991 1.031 -0.371  -0.003
H: -1.931 -2.798 0.661  0.299
H: 0.723 -0.701 1.471  0.379
H: 1.821 -1.104 -1.945  0.313
H: 2.675 -1.150 -0.226  0.342
H: 0.036 1.450 -1.853  0.579
H: 0.990 -1.696 -0.572  0.428
H: -1.052 2.778 -0.329  0.311
H: -1.024 -1.724 -1.363  0.453
H: -2.056 -0.991 1.464  0.275
H: 1.608 1.038 1.673  0.291

(two)
# C8H13N

An isolated molecule of C8H13N (the ωB97M-V functional and the def2-TZVPD basis, the OMol25 dataset).

The HOMO energy comes out at -7.75 eV. The SMILES is CN1C[C@H]2CC[C@@H]3[C@H]2[C@@H]31.

Last column: Mulliken charge in e.
Positions of all 22 atoms, in Å:
N: -1.060 0.302 -0.497  0.158
C: -0.986 -0.236 0.861  -0.538
C: 0.257 0.173 1.677  -0.262
C: 1.290 1.072 1.008  -0.706
C: -0.070 -0.372 -1.370  -1.058
C: 0.238 -1.124 0.894  -0.564
C: -2.377 0.575 -1.075  -1.060
C: 2.004 0.158 -0.028  -0.983
C: 0.982 -0.926 -0.407  0.112
H: 2.899 -0.289 0.435  0.361
H: 0.828 1.959 0.527  0.319
H: 0.376 0.241 -2.164  0.370
H: -3.013 1.115 -0.320  0.340
H: 0.275 0.072 2.774  0.381
H: -2.301 1.232 -1.971  0.275
H: -1.903 -0.581 1.373  0.397
H: -0.538 -1.213 -1.865  0.404
H: 2.064 1.378 1.734  0.339
H: 2.343 0.733 -0.876  0.356
H: -2.904 -0.344 -1.313  0.386
H: 1.438 -1.845 -0.779  0.547
H: 0.158 -2.082 1.381  0.425

Ordering by calculated energy gives the sequence (two), (one), with the first entry being the most stable.

(one)
# C8H13N

A structure of composition C8H13N (the ωB97M-V functional and the def2-TZVPD basis, the OMol25 dataset).

The HOMO energy comes out at -9.21 eV.

Last column: Mulliken charge in e.
Positions of all 22 atoms, in Å:
N: 0.657 1.181 0.808  -0.662
C: -2.170 -0.500 -1.095  -1.503
C: 0.010 0.780 -0.421  -0.083
C: 1.140 -0.260 -0.725  0.106
C: 2.362 0.369 -1.340  -1.510
C: -1.178 -0.117 0.033  0.794
C: -1.579 -0.155 1.496  -0.952
C: -0.429 -0.994 0.954  -0.525
C: 0.998 -0.290 0.818  -0.401
H: 2.943 -0.369 -1.906  0.382
H: 2.081 1.152 -2.010  0.294
H: 3.045 0.729 -0.546  0.355
H: -0.424 -2.093 0.922  0.312
H: -0.224 1.519 -1.183  0.557
H: -2.515 -0.738 1.688  0.269
H: 1.566 1.645 0.572  0.304
H: 1.718 -0.667 1.504  0.485
H: -2.757 -1.425 -0.830  0.346
H: -1.569 -0.691 -1.961  0.385
H: 0.944 -1.216 -1.232  0.462
H: -2.924 0.266 -1.217  0.311
H: -1.405 0.625 2.226  0.274

(two)
# C8H13N

A structure of composition C8H13N (the ωB97M-V functional and the def2-TZVPD basis, the OMol25 dataset).

The HOMO energy comes out at -9.37 eV.

Last column: Mulliken charge in e.
Positions of all 22 atoms, in Å:
N: -2.249 0.098 0.252  -0.546
C: 1.903 0.992 0.102  -0.950
C: 0.818 -1.530 -0.657  -0.914
C: -1.205 -0.796 0.760  -0.117
C: -0.432 0.202 -1.121  0.026
C: 0.772 -0.038 -0.124  -0.059
C: -0.739 -1.271 -0.744  -0.602
C: -1.446 1.176 -0.602  -0.526
C: 0.214 -0.324 1.359  -0.609
H: 1.407 -1.507 -1.586  0.368
H: 0.052 0.523 2.075  0.423
H: 1.072 -1.187 1.666  0.259
H: -2.446 0.752 1.197  0.310
H: 2.764 1.440 -0.667  0.264
H: 1.618 -2.018 0.027  0.372
H: -1.866 2.132 -1.456  0.236
H: -2.000 -1.449 1.415  0.309
H: -0.728 1.952 -0.069  0.170
H: 2.702 0.734 0.926  0.247
H: -1.369 -1.776 -1.326  0.723
H: 0.115 0.239 -2.116  0.417
H: 1.042 1.656 0.689  0.200

Ordering by calculated energy gives the sequence (one), (two), with the first entry being the most stable.

(one)
# C4H6OS2

An isolated molecule of C4H6OS2 (the ωB97M-V functional and the def2-TZVPD basis, the OMol25 dataset).

The HOMO energy comes out at -8.85 eV. The SMILES is C[C@H]1O[C@@H]1C(=S)S.

Last column: Mulliken charge in e.
Positions of all 13 atoms, in Å:
S: 2.831 -1.407 0.216  -0.193
S: 0.390 -2.999 0.064  -0.187
O: 0.869 0.855 1.007  -0.439
C: -1.056 1.585 -0.409  -1.215
C: 1.208 -1.517 0.292  0.160
C: 0.180 0.755 -0.318  0.390
C: 0.294 -0.388 0.552  -0.441
H: -0.543 -0.666 1.139  0.510
H: -1.605 1.526 -1.377  0.327
H: -0.808 -2.493 -0.074  0.139
H: -0.746 2.666 -0.221  0.258
H: 0.802 0.877 -1.201  0.396
H: -1.816 1.208 0.330  0.296

(two)
# C4H6OS2

An isolated molecule of C4H6OS2 (the ωB97M-V functional and the def2-TZVPD basis, the OMol25 dataset).

The HOMO energy comes out at -8.80 eV.

Last column: Mulliken charge in e.
Positions of all 13 atoms, in Å:
S: -0.651 0.870 -2.814  -0.224
S: -1.152 -1.282 -0.688  0.350
O: -2.389 -0.807 -0.002  -0.569
C: 0.076 -1.239 0.650  -0.657
C: 0.528 0.997 -0.422  -0.665
C: 0.477 0.227 0.895  -0.520
C: -0.304 0.298 -1.377  0.228
H: 0.302 1.992 -0.275  0.375
H: -0.457 0.781 1.375  0.270
H: 1.494 1.121 -0.916  0.307
H: -0.411 -1.625 1.532  0.384
H: 1.406 0.326 1.541  0.327
H: 1.079 -1.658 0.501  0.394

(three)
# C4H6OS2

An isolated molecule of C4H6OS2 (the ωB97M-V functional and the def2-TZVPD basis, the OMol25 dataset).

The HOMO energy comes out at -8.81 eV.

Last column: Mulliken charge in e.
Positions of all 13 atoms, in Å:
S: -1.099 -1.352 -0.462  0.462
S: -2.471 1.281 0.014  -0.178
O: -0.210 -2.084 0.483  -0.576
C: 0.125 -0.185 -1.201  -0.855
C: 1.884 0.426 0.525  -0.610
C: -1.964 -0.028 0.694  -0.127
C: 0.849 0.691 -0.250  -0.002
H: -2.157 -0.305 1.814  0.315
H: 2.184 1.157 1.342  0.223
H: 0.626 -1.030 -1.697  0.380
H: 0.410 1.658 0.013  0.250
H: -0.463 0.378 -1.902  0.472
H: 2.286 -0.607 0.628  0.245

Ordering by calculated energy gives the sequence (one), (two), (three), with the first entry being the most stable.